[1]
Entry from OMol25: a structure of composition C41H37Br2N3PSSiTi (the ωB97M-V functional and the def2-TZVPD basis).

Summary:
Total charge: +2
2S+1: 2
Relative energy (zero: lowest compared OMol25 entry of this formula, charge and spin): 34.6 kcal/mol
LUMO (spin up / spin down): -5.99 / -5.15 eV

Last column: Löwdin charge in e.
Positions of all 87 atoms, in Å:
Ti (0.04615, -0.27690, 0.03176)  0.360
N (-3.06480, 0.52500, 0.62340)  -0.119
P (-1.84444, 1.47842, -0.14528)  0.930
C (-2.46303, 1.70247, -1.83055)  -0.367
C (-3.68536, 2.34317, -2.04457)  -0.082
C (-4.21217, 2.42540, -3.32243)  -0.054
C (-3.52608, 1.86886, -4.39309)  -0.051
C (-2.31398, 1.22483, -4.18929)  -0.055
C (-1.78704, 1.14257, -2.90830)  -0.117
C (-1.97757, 3.09622, 0.62683)  -0.365
C (-1.77884, 4.23754, -0.15088)  -0.104
C (-1.80233, 5.48988, 0.44311)  -0.063
C (-2.01669, 5.61012, 1.80889)  -0.058
C (-2.20500, 4.47549, 2.58848)  -0.060
C (-2.18289, 3.21862, 2.00236)  -0.100
C (-3.10624, -0.77377, 0.12348)  -0.385
C (-4.30218, -1.48982, 0.10562)  0.011
C (-4.32782, -2.75326, -0.43619)  -0.014
C (-3.15694, -3.28290, -0.96931)  -0.025
C (-2.01889, -2.51879, -0.90733)  -0.114
N (-1.95134, -1.28274, -0.36152)  -0.006
H (-3.98104, 0.91091, 0.81129)  0.118
H (-4.22517, 2.79070, -1.21709)  0.115
H (-5.15755, 2.92531, -3.48553)  0.116
H (-3.93599, 1.93871, -5.39190)  0.117
H (-1.77666, 0.79173, -5.02219)  0.113
H (-0.83225, 0.64709, -2.75489)  0.054
H (-1.60853, 4.14852, -1.21634)  0.112
H (-1.66225, 6.37500, -0.16349)  0.117
H (-2.05026, 6.59017, 2.26630)  0.116
H (-2.38530, 4.57015, 3.65101)  0.114
H (-2.34253, 2.33847, 2.60999)  0.069
H (-5.19648, -1.03468, 0.50990)  0.126
H (-5.25353, -3.31295, -0.45368)  0.128
H (-3.11698, -4.26431, -1.41745)  0.121
H (-1.10131, -2.92916, -1.29152)  0.076
Br (-0.68712, -0.12311, 2.71295)  0.780
C (1.10647, 0.35403, 3.25830)  -0.871
Br (1.97837, 1.11607, 1.73036)  0.806
H (1.62525, -0.55255, 3.54512)  -0.014
H (1.03446, 1.08868, 4.05008)  0.030
S (1.19169, 2.09328, -1.40676)  0.654
C (1.87330, 3.53239, -0.76941)  -0.692
N (2.85596, 4.12110, -1.49896)  0.062
C (3.47838, 5.27505, -1.17678)  -0.036
C (3.13717, 5.93197, -0.03116)  -0.026
C (2.12454, 5.37501, 0.76632)  -0.012
C (1.50281, 4.20548, 0.40700)  -0.116
H (3.10340, 3.64452, -2.35750)  0.148
H (4.23423, 5.62463, -1.86431)  0.142
H (3.62834, 6.85330, 0.23994)  0.122
H (1.82303, 5.88217, 1.67370)  0.127
H (0.70868, 3.79016, 1.00998)  0.079
C (-0.70049, -6.59693, -0.50007)  -0.066
C (-0.98761, -6.00308, 0.72185)  -0.068
C (-0.38795, -4.80216, 1.06343)  -0.102
C (0.50904, -4.17353, 0.19272)  -0.304
C (0.80049, -4.79496, -1.02603)  -0.100
C (0.19714, -5.99700, -1.36997)  -0.063
Si (1.27515, -2.55378, 0.70211)  0.751
C (2.32671, -2.77535, 2.22242)  -0.293
C (1.69266, -2.88393, 3.46823)  -0.156
C (2.41434, -3.15370, 4.62131)  -0.066
C (3.79068, -3.31943, 4.54879)  -0.058
C (4.43395, -3.23510, 3.32342)  -0.058
C (3.70873, -2.97329, 2.17010)  -0.086
C (2.07774, -1.65221, -0.72985)  -0.363
C (3.29123, -0.94820, -0.64465)  -0.125
C (3.80165, -0.26644, -1.73615)  -0.066
C (3.09780, -0.21032, -2.92812)  -0.088
C (1.86697, -0.83358, -3.03419)  -0.082
C (1.35327, -1.54295, -1.94867)  -0.169
H (-1.16375, -7.53812, -0.76612)  0.113
H (-1.67301, -6.48127, 1.40936)  0.113
H (-0.61960, -4.35355, 2.02362)  0.100
H (1.52020, -4.35278, -1.70570)  0.104
H (0.44098, -6.47381, -2.31055)  0.113
H (0.61322, -2.77105, 3.53412)  0.081
H (1.90524, -3.24470, 5.57205)  0.114
H (4.35641, -3.52857, 5.44692)  0.115
H (5.50353, -3.38732, 3.26213)  0.114
H (4.23035, -2.95150, 1.21984)  0.102
H (3.87035, -0.97245, 0.26995)  0.090
H (4.76798, 0.21560, -1.65626)  0.121
H (3.49955, 0.32823, -3.77562)  0.119
H (1.31871, -0.80477, -3.96745)  0.121
H (0.45264, -2.12623, -2.09143)  0.084

[2]
Entry from OMol25: a structure of composition C41H37ClF12N2O5Ta in a non-equilibrium geometry (the ωB97M-V functional and the def2-TZVPD basis).

Summary:
Total charge: -1
Relative energy (zero: lowest compared OMol25 entry of this formula, charge and spin): 0.0 kcal/mol
LUMO: 2.46 eV

Last column: Löwdin charge in e.
Positions of all 99 atoms, in Å:
Ta (-0.22260, 0.41224, 0.37363)  1.831
C (5.06864, 1.87180, -4.34908)  -0.056
C (4.14082, 1.57051, -3.17903)  -0.263
C (4.26355, 2.33581, -2.03196)  -0.035
C (3.42375, 2.12861, -0.95859)  -0.016
C (2.49816, 1.10753, -0.99202)  -0.295
N (1.85768, 0.79100, 0.22854)  -0.078
C (2.80529, 0.12929, 1.07200)  -0.198
C (4.04836, -0.34270, 0.59520)  -0.029
C (5.00939, -0.92477, 1.37448)  -0.051
C (4.79757, -1.13597, 2.71985)  -0.270
C (5.80854, -1.86669, 3.60140)  -0.060
C (3.54044, -0.76321, 3.19692)  0.013
C (2.54673, -0.13572, 2.41834)  -0.077
C (1.31808, 0.38655, 3.14326)  -0.306
O (0.22470, 0.64985, 2.35241)  -0.253
C (0.88128, -0.63561, 4.24539)  -0.543
F (-0.35144, -0.46093, 4.75845)  0.157
F (1.67548, -0.70370, 5.32031)  0.136
F (0.86064, -1.86701, 3.72008)  0.155
C (1.71747, 1.74514, 3.86262)  -0.508
F (2.80998, 1.58170, 4.61182)  0.153
F (0.79170, 2.21906, 4.71174)  0.156
F (1.96332, 2.67832, 2.88703)  0.133
C (2.30245, 0.35406, -2.17097)  -0.077
C (3.12890, 0.62547, -3.26033)  0.018
C (1.24216, -0.75772, -2.11395)  -0.259
O (0.17858, -0.42389, -1.31391)  -0.266
C (1.82078, -2.17550, -1.61074)  -0.518
F (3.00883, -2.40352, -2.19166)  0.157
F (1.98842, -2.14716, -0.28613)  0.169
F (0.99106, -3.18760, -1.90021)  0.164
C (0.55645, -1.00934, -3.49656)  -0.538
F (0.44206, 0.19926, -4.10490)  0.114
F (1.22393, -1.74781, -4.36711)  0.171
F (-0.67831, -1.54849, -3.38007)  0.149
H (5.27866, 0.92161, -4.83269)  0.066
H (4.61911, 2.53131, -5.10446)  0.080
H (6.06124, 2.26475, -4.03229)  0.083
H (5.02578, 3.09971, -1.98222)  0.110
H (3.54395, 2.72430, -0.06980)  0.128
H (4.24006, -0.21065, -0.45677)  0.107
H (5.92882, -1.28403, 0.86439)  0.124
H (6.42256, -1.12574, 4.16424)  0.078
H (5.26011, -2.50828, 4.34601)  0.085
H (6.49328, -2.50546, 3.00539)  0.072
H (3.37349, -0.88319, 4.25636)  0.110
H (3.01224, 0.07072, -4.18463)  0.123
C (-1.99225, -5.03813, -1.89769)  -0.026
C (-3.26552, -4.95696, -1.12140)  -0.190
C (-4.45875, -5.52127, -1.60468)  -0.053
C (-5.67634, -5.34442, -0.92274)  -0.674
Cl (-7.12179, -6.17882, -1.41872)  0.626
C (-5.70329, -4.57187, 0.23439)  -0.103
C (-4.49633, -4.08158, 0.76655)  0.006
C (-3.28192, -4.33359, 0.13422)  -0.216
O (-2.05655, -3.91079, 0.59027)  -0.040
C (-1.91237, -3.42345, 1.93477)  -0.055
C (-1.96699, -1.86727, 1.95400)  -0.543
O (-2.64968, -1.31434, 2.76764)  0.091
O (-1.21067, -1.23701, 1.05424)  -0.198
H (-2.22175, -5.16970, -2.94500)  0.079
H (-1.30141, -5.79365, -1.50322)  0.093
H (-1.44097, -4.09982, -1.70681)  0.076
H (-4.47021, -5.98999, -2.53952)  0.088
H (-6.66915, -4.42574, 0.69012)  0.096
H (-4.53877, -3.47446, 1.64140)  0.101
H (-0.93029, -3.72937, 2.28965)  0.130
H (-2.75867, -3.72544, 2.59795)  0.130
C (0.03193, 2.82012, -2.57349)  -0.064
C (-1.47252, 2.70242, -2.84490)  -0.332
C (-2.01945, 1.26209, -3.20462)  -0.055
C (-2.27917, 3.29719, -1.69518)  -0.162
C (-3.15509, 4.36790, -1.93431)  -0.056
C (-3.89609, 5.01070, -0.94169)  -0.101
C (-3.69523, 4.57769, 0.34818)  -0.064
C (-2.84446, 3.50608, 0.64281)  -0.136
C (-2.78336, 3.09906, 2.13007)  -0.369
C (-3.33984, 1.69656, 2.44648)  -0.059
C (-1.41565, 3.28235, 2.75771)  -0.085
C (-2.19791, 2.81408, -0.38187)  -0.230
N (-1.38961, 1.71016, -0.02208)  -0.158
H (0.54019, 2.67658, -3.53476)  0.076
H (0.39742, 2.10455, -1.84876)  0.022
H (0.26613, 3.86196, -2.25544)  0.100
H (-1.69980, 3.28556, -3.77362)  0.129
H (-1.89333, 0.52158, -2.43710)  0.042
H (-1.64980, 0.92647, -4.16690)  0.058
H (-3.11048, 1.39861, -3.30564)  0.084
H (-3.25714, 4.69353, -2.96648)  0.098
H (-4.55743, 5.84844, -1.18111)  0.096
H (-4.14048, 5.10522, 1.17753)  0.098
H (-3.45320, 3.82291, 2.64346)  0.119
H (-2.69590, 0.87975, 2.21747)  0.017
H (-4.25626, 1.59406, 1.89368)  0.076
H (-3.58432, 1.66039, 3.51942)  0.087
H (-0.61315, 2.75693, 2.23007)  0.037
H (-1.54343, 2.89542, 3.77120)  0.074
H (-1.11101, 4.36544, 2.83461)  0.096

[3]
Entry from OMol25: a structure of composition C41H37CoF3N3SSb (the ωB97M-V functional and the def2-TZVPD basis).

Summary:
Total charge: +1
Relative energy (zero: lowest compared OMol25 entry of this formula, charge and spin): 0.0 kcal/mol
LUMO (spin up / spin down): -2.60 / -2.60 eV

Last column: Löwdin charge in e.
Positions of all 87 atoms, in Å:
Co (-0.57215, -0.66207, -1.13071)  0.266
C (5.42124, -1.86882, 1.49127)  -0.036
C (5.57740, -2.18723, 0.03053)  -0.210
C (6.81616, -2.51250, -0.50826)  -0.033
C (6.96753, -2.81694, -1.85297)  -0.071
C (5.85862, -2.82171, -2.68324)  -0.073
C (4.60834, -2.51244, -2.16976)  -0.038
C (4.47392, -2.17735, -0.82661)  -0.197
N (3.20430, -1.87126, -0.25972)  0.137
C (2.12017, -1.38571, -0.92728)  -0.331
N (2.39346, -0.49684, -1.89480)  0.170
C (1.51778, -0.00960, -2.89170)  -0.184
C (0.15026, -0.12556, -2.74441)  -0.191
C (-0.68995, 0.35813, -3.73827)  -0.086
C (-0.15150, 0.94402, -4.87137)  -0.062
C (1.22565, 1.07043, -4.99844)  -0.038
C (2.08476, 0.60851, -4.01434)  -0.203
C (3.57633, 0.77405, -4.13887)  -0.032
N (0.89253, -1.70772, -0.57661)  0.086
C (0.72604, -2.89067, 0.22236)  -0.225
C (1.40374, -4.05820, -0.12954)  -0.025
C (1.33946, -5.18317, 0.67055)  -0.060
C (0.57408, -5.15837, 1.82941)  -0.065
C (-0.16993, -4.03036, 2.12461)  -0.031
C (-0.13130, -2.89539, 1.31788)  -0.204
C (-1.04903, -1.74899, 1.62858)  -0.025
H (6.39180, -1.82967, 1.98109)  0.082
H (4.82792, -2.62868, 2.00902)  0.086
H (4.92354, -0.90827, 1.63818)  0.086
H (7.68051, -2.52129, 0.14454)  0.116
H (7.94545, -3.05832, -2.24660)  0.109
H (5.95688, -3.08335, -3.72839)  0.110
H (3.73710, -2.55505, -2.81169)  0.117
H (2.99487, -2.32587, 0.61599)  0.140
H (3.36798, -0.25858, -1.99090)  0.128
H (-1.76599, 0.28222, -3.63125)  0.110
H (-0.80407, 1.30902, -5.65339)  0.110
H (1.64460, 1.54083, -5.87928)  0.115
H (3.81939, 1.35195, -5.02787)  0.084
H (4.09187, -0.18672, -4.21939)  0.080
H (3.99981, 1.31022, -3.28396)  0.089
H (1.97943, -4.08228, -1.04732)  0.124
H (1.87156, -6.07891, 0.37993)  0.111
H (0.53353, -6.02214, 2.47889)  0.109
H (-0.82020, -4.02614, 2.99171)  0.118
H (-1.94486, -2.10856, 2.13387)  0.089
H (-1.41612, -1.23235, 0.73280)  0.024
H (-0.57239, -0.99563, 2.25875)  0.097
S (-0.55288, 1.50337, -0.27941)  0.287
Sb (-2.35380, 2.07574, 1.04582)  1.358
C (-3.33811, 0.68402, 2.25639)  -0.362
C (-4.36662, -0.12399, 1.77584)  -0.118
C (-4.90317, -1.10732, 2.59472)  -0.064
C (-4.39993, -1.29527, 3.87492)  -0.063
C (-3.36830, -0.49552, 4.34798)  -0.067
C (-2.82562, 0.48965, 3.53701)  -0.131
C (-1.63112, 3.48332, 2.42078)  -0.374
C (-2.56095, 4.15595, 3.21205)  -0.118
C (-2.12877, 5.09378, 4.13583)  -0.068
C (-0.77020, 5.35534, 4.27112)  -0.065
C (0.15348, 4.68170, 3.48583)  -0.069
C (-0.27417, 3.74168, 2.55649)  -0.125
C (-3.67583, 3.15814, -0.16026)  -0.360
C (-3.11246, 4.19863, -0.89491)  -0.125
C (-3.90540, 4.92201, -1.77119)  -0.065
C (-5.24722, 4.59890, -1.92477)  -0.063
C (-5.80620, 3.56138, -1.19401)  -0.069
C (-5.02002, 2.83340, -0.31085)  -0.111
H (-4.74947, -0.00550, 0.77027)  0.098
H (-5.70876, -1.73015, 2.22961)  0.114
H (-4.81019, -2.07339, 4.50499)  0.113
H (-2.98281, -0.63997, 5.34855)  0.114
H (-2.02626, 1.11799, 3.91329)  0.105
H (-3.62305, 3.95685, 3.11226)  0.108
H (-2.84875, 5.62067, 4.74763)  0.111
H (-0.43298, 6.08927, 4.99101)  0.111
H (1.21017, 4.88765, 3.59351)  0.110
H (0.44655, 3.22075, 1.93610)  0.074
H (-2.06257, 4.44699, -0.78740)  0.100
H (-3.47412, 5.73662, -2.33747)  0.112
H (-5.85996, 5.16080, -2.61715)  0.112
H (-6.85360, 3.31669, -1.30925)  0.112
H (-5.47150, 2.03635, 0.26466)  0.086
F (-2.77198, -1.46254, -1.84973)  0.045
C (-1.52288, -2.07122, -1.92271)  -0.563
F (-1.62238, -3.19244, -1.18594)  0.110
F (-1.35867, -2.45703, -3.18460)  0.125